[1]
The following is a quantum chemistry calculation of the ion C6H15N with charge +1 in a non-equilibrium geometry, from the OMol25 dataset.

XYZ file:
```
22
Properties=species:S:1:pos:R:3:mulliken_charge:R:1
H 2.95 -0.79 -1.45 0.392
C -0.88 -0.13 -0.01 -0.682
H 1.64 -1.73 0.01 0.392
H -3.02 1.64 0.87 0.358
H 0.77 1.37 -1.58 0.348
H -1.47 -0.67 2.04 0.410
C 2.57 0.22 -1.62 -1.316
H -3.51 0.47 2.11 0.368
C -2.97 0.59 1.18 -1.342
H 3.07 0.94 -0.99 0.379
H 0.51 -0.33 -2.10 0.377
N 0.58 0.05 -0.05 0.281
H 2.77 0.43 -2.66 0.388
H -0.91 0.92 1.86 0.393
C -1.51 0.17 1.34 -0.458
H 2.23 -0.54 1.08 0.350
C 1.06 0.33 -1.42 -0.319
C 1.29 -0.96 0.71 -0.847
H -3.46 0.03 0.37 0.359
H -1.31 0.56 -0.74 0.487
H -1.09 -1.12 -0.42 0.369
H 0.68 -1.42 1.47 0.313
```

Electronic energy: -292.0499 hartree
Energy relative to the best compared isomer or geometry (same formula, charge and spin): 0.335 eV
⟨S²⟩: 0.754
Maximum force: 3.2 eV/Å
Gap between HOMO and LUMO (alpha / beta): 0.4764 / 0.3070 Ha
LUMO (alpha / beta): -2.679 / -7.279 eV
Charge: +1
Spin multiplicity: 2
M: 101.2 g/mol

[2]
The following is a quantum chemistry calculation of a cluster of 2 separate species, C2H8NO2 in total in a non-equilibrium geometry, from the OMol25 dataset.

XYZ file:
```
13
Properties=species:S:1:pos:R:3:mulliken_charge:R:1
O 0.01 -0.45 -0.06 -0.769
C 0.42 -1.68 0.35 -0.324
H -1.45 2.41 -0.37 0.169
H 1.52 -1.71 0.33 0.186
H 0.01 -2.45 -0.33 0.245
N 0.07 -2.01 1.77 -0.788
H -0.79 2.92 -1.96 0.224
C -0.80 2.11 -1.22 -0.512
H -0.14 -1.06 2.09 0.284
H 0.49 0.86 -0.42 0.495
H -1.23 1.20 -1.65 0.193
O 0.48 1.87 -0.71 -0.651
H -0.90 -2.33 1.76 0.250
```

Electronic energy: -286.2245 hartree
Energy relative to the best compared isomer or geometry (same formula, charge and spin): 0.619 eV
Maximum force: 1.5 eV/Å
Gap between HOMO and LUMO: 0.2912 Ha
LUMO: 4.532 eV
Charge: -1
M: 78.1 g/mol

[3]
The following is a quantum chemistry calculation of a cluster of 2 separate species, C5H16N2O in total in a non-equilibrium geometry, from the OMol25 dataset.

XYZ file:
```
24
Properties=species:S:1:pos:R:3:mulliken_charge:R:1
H -1.73 -0.65 0.70 0.432
H 0.78 0.21 -1.26 0.153
H -0.89 0.27 -0.43 0.596
H 1.19 0.05 3.39 0.318
H -1.33 2.02 1.66 0.469
H 1.30 -1.31 -2.35 0.367
H 0.73 3.70 -1.90 0.316
H -0.15 -3.00 -1.74 0.439
C 0.59 -0.24 2.55 -1.036
H -0.76 3.58 -1.76 0.340
C 1.14 -0.90 -1.29 -0.911
H -1.48 -2.89 -0.73 0.353
H -0.12 2.12 0.52 0.244
O 0.09 3.15 -1.46 -0.662
H 0.69 -2.19 0.24 0.368
H 2.15 -0.88 -0.80 0.301
N -0.25 1.78 1.54 -0.165
H -1.53 -1.81 -1.98 0.383
C -0.06 0.34 1.55 0.662
N -0.86 -2.37 -1.31 -0.300
C 0.11 -1.52 -0.41 0.165
C -0.68 -0.37 0.36 -1.477
H 0.41 2.24 2.14 0.389
H 0.65 -1.34 2.77 0.256
```

Electronic energy: -384.1773 hartree
Energy relative to the best compared isomer or geometry (same formula, charge and spin): 2.134 eV
Maximum force: 4.5 eV/Å
Gap between HOMO and LUMO: 0.4224 Ha
LUMO: -6.641 eV
Charge: +2
M: 120.2 g/mol

[4]
The following is a quantum chemistry calculation of a structure of composition C20H12F5FeN5 in a non-equilibrium geometry, from the OMol25 dataset.

XYZ file:
```
43
Properties=species:S:1:pos:R:3:mulliken_charge:R:1
C 4.04 -0.75 -2.84 -0.790
C -3.92 -0.64 -2.88 -0.861
F -0.38 4.76 -0.36 -0.210
N -1.97 -0.69 -1.47 -0.075
H -5.81 -0.77 -1.86 0.422
F -0.67 1.90 -2.39 -0.239
H -1.90 -0.60 -3.54 0.421
F -0.66 4.65 -2.52 -0.218
H -2.47 -0.54 3.84 0.536
C -0.68 -0.48 5.05 -0.623
N 0.06 -0.79 0.48 -0.593
C 4.27 -0.83 -0.46 -0.496
C -1.39 -0.55 3.86 -0.194
F -0.31 1.96 -0.28 -0.170
H 2.53 -0.62 3.89 0.538
H 4.45 -0.77 -3.84 0.413
C 4.85 -0.85 -1.71 -0.276
H 5.92 -0.96 -1.81 0.420
H -1.22 -0.41 5.99 0.411
N -2.29 -0.76 0.92 -0.547
C -2.76 -0.76 -0.37 0.415
C -0.81 2.66 -1.29 0.214
C 1.45 -0.59 3.89 -0.165
C -0.16 4.06 -1.45 0.911
C 2.88 -0.70 -0.32 0.348
C -4.15 -0.83 -0.51 -0.461
Fe 0.06 -0.13 -1.40 0.113
C -0.65 -0.64 2.69 0.352
F 1.15 3.87 -1.61 -0.209
C 2.69 -0.60 -2.65 0.116
C 1.18 -0.71 1.30 0.116
C -2.56 -0.63 -2.69 0.155
C -1.07 -0.73 1.28 0.242
C 0.71 -0.51 5.07 -0.623
H -4.74 -0.93 0.39 0.480
C -4.73 -0.75 -1.75 -0.331
C 0.73 -0.65 2.71 0.354
H 2.03 -0.51 -3.50 0.404
N 2.41 -0.69 0.97 -0.518
H -4.33 -0.57 -3.88 0.415
H 1.23 -0.47 6.02 0.408
H 4.86 -0.90 0.44 0.495
N 2.11 -0.57 -1.42 -0.099
```

Electronic energy: -2805.9398 hartree
Energy relative to the best compared isomer or geometry (same formula, charge and spin): 0.620 eV
⟨S²⟩: 8.762
Maximum force: 1.6 eV/Å
Gap between HOMO and LUMO (alpha / beta): 0.2794 / 0.2324 Ha
LUMO (alpha / beta): -3.710 / -5.011 eV
Charge: +1
Spin multiplicity: 6
M: 473.2 g/mol